Entry 1:
A structure of composition C36H39N2OPS4Se2V. Source: the Open Molecules 2025 dataset; level of theory: ωB97M-V with the def2-TZVPD basis set.

Each line ends with the Mulliken spin population.
Atoms and positions in Å:
V  0.08262  -1.00869  -0.10827  3.00
C  -3.53656  -0.76458  -1.89268  0.00
C  -3.23385  -1.57356  -3.14429  0.00
S  -2.21173  -3.04910  -2.93510  0.01
C  -3.39420  -4.27065  -2.29678  0.00
C  -3.88595  -4.09176  -0.86125  0.00
S  -2.47031  -3.60088  0.14376  0.01
C  -3.17736  -3.42578  1.79550  0.00
C  -2.23183  -2.61594  2.68515  -0.01
S  -1.53953  -1.06242  2.00717  0.01
C  -3.07034  -0.31279  1.36669  -0.01
C  -2.84162  0.74834  0.30231  0.02
S  -2.09652  0.10606  -1.21860  0.02
H  -3.94374  -1.39924  -1.11168  0.00
H  -4.26591  0.01201  -2.13104  0.00
H  -2.70575  -0.95838  -3.87533  0.00
H  -4.17386  -1.87861  -3.60700  0.00
H  -2.83903  -5.20670  -2.37189  0.00
H  -4.24276  -4.33724  -2.97864  0.00
H  -4.29832  -5.03389  -0.49922  0.00
H  -4.66869  -3.33451  -0.79214  0.00
H  -3.32841  -4.40129  2.25891  0.00
H  -4.15474  -2.94783  1.72415  0.00
H  -1.35963  -3.20897  2.95840  0.00
H  -2.73966  -2.35103  3.61215  0.00
H  -3.60415  0.11859  2.21434  0.00
H  -3.66675  -1.12054  0.95270  0.00
H  -2.18562  1.54042  0.65011  -0.01
H  -3.79715  1.20195  0.03368  0.00
Se  1.61458  -2.75255  -3.09097  0.01
Se  1.54554  -0.58598  -2.27071  0.01
C  2.84672  -0.71907  -0.84098  0.02
C  4.20770  -0.58751  -1.02664  -0.01
C  5.02269  -0.70640  0.08979  0.00
C  4.44593  -0.95010  1.32530  -0.01
C  3.06884  -1.06368  1.41403  0.05
N  2.27494  -0.94692  0.34808  -0.02
C  1.10809  -3.75664  -1.53812  0.04
C  1.29778  -5.12919  -1.65007  0.00
C  1.10842  -5.92217  -0.53573  0.00
C  0.77451  -5.31602  0.66720  0.00
C  0.58900  -3.95332  0.67490  0.05
N  0.70529  -3.17113  -0.41024  -0.01
H  4.61121  -0.40251  -2.01263  0.00
H  6.09616  -0.61344  -0.00669  0.00
H  5.05250  -1.05246  2.21338  0.00
H  2.58416  -1.26014  2.36192  0.01
H  1.61546  -5.55794  -2.59130  0.00
H  1.24941  -6.99264  -0.59858  0.00
H  0.65693  -5.88852  1.57515  0.00
H  0.31496  -3.44239  1.58982  0.00
O  0.12451  0.99696  0.48313  -0.23
P  0.70794  2.39490  0.32068  0.01
C  1.94437  2.69696  1.57847  0.00
C  2.04318  1.81678  2.65134  0.00
C  2.91913  2.09162  3.69296  0.00
C  3.69088  3.24317  3.66191  0.00
C  3.57757  4.13683  2.60308  0.00
C  2.69687  3.87369  1.56772  0.00
C  1.40552  2.61767  -1.31268  0.00
C  2.78340  2.67027  -1.52885  0.00
C  3.27685  2.77693  -2.82240  0.00
C  2.40289  2.83263  -3.89840  0.00
C  1.03037  2.76861  -3.69139  0.00
C  0.53026  2.65610  -2.40538  0.01
C  -0.54589  3.64212  0.59816  0.00
C  -1.23378  3.55091  1.81471  0.00
C  -2.20172  4.48457  2.13540  0.00
C  -2.48022  5.52234  1.25163  0.00
C  -1.78728  5.62894  0.05667  0.00
C  -0.81644  4.69217  -0.27428  0.00
H  1.41322  0.93621  2.67501  0.02
H  2.99041  1.41596  4.53509  0.00
H  4.37064  3.45642  4.47556  0.00
H  4.16631  5.04360  2.59480  0.00
H  2.58913  4.58611  0.75822  0.00
H  3.46812  2.63193  -0.69209  0.00
H  4.34447  2.83182  -2.98882  0.00
H  2.79135  2.92878  -4.90332  0.00
H  0.35230  2.81006  -4.53311  0.00
H  -0.53981  2.59058  -2.24733  0.00
H  -1.00036  2.75191  2.51071  0.00
H  -2.72911  4.41698  3.07692  0.00
H  -3.23173  6.25713  1.50606  0.00
H  -1.99606  6.44738  -0.61825  0.00
H  -0.26681  4.79873  -1.19998  0.00

Atoms 1-3, force components in eV/Å:
0.0452 0.0854 0.1444
-0.0522 -0.0149 0.0656
0.0602 -0.0295 -0.0278

Expectation value of S²   3.76
Total energy   -9260.6236 a.u.
Kohn-Sham gap (spin up / spin down)   7.86 / 7.81 eV
Highest occupied orbital energy (spin up / spin down)   -0.4788 / -0.4798 hartree
Multiplicity   4
ΔE to the lowest compared entry with this formula, charge and spin   1.3 kcal/mol
Charge   +2

---

Entry 2:
A cluster of 3 separate species, CH8N2O in total. Source: the Open Molecules 2025 dataset; level of theory: ωB97M-V with the def2-TZVPD basis set.

Each line ends with the Mulliken charge.
Atoms and positions in Å:
N  2.16217  0.56072  0.01195  -0.66
H  1.58177  -0.12892  -0.46043  0.17
H  1.50853  1.08578  0.68786  0.28
H  2.01906  -2.79746  -1.29096  -0.02
H  2.98305  0.19585  0.47701  0.22
N  -1.37198  0.51863  -1.00204  -0.40
C  -1.32981  -0.27779  0.07461  -0.27
O  -0.59503  -0.04910  1.16090  -0.45
H  -0.43156  0.78407  -1.43211  0.32
H  2.65618  -2.62380  -0.92761  0.02
H  -0.75655  -1.38675  -0.20643  0.37
H  -2.35278  -0.62470  0.34849  0.41

Atoms 1-3, force components in eV/Å:
-1.6886 1.7348 0.7643
0.6447 -0.0939 0.4895
1.6459 -1.4256 -1.2792

Total energy   -227.3970 a.u.
Kohn-Sham gap   6.36 eV
Highest occupied orbital energy   -0.3512 hartree
Multiplicity   1
ΔE to the lowest compared entry with this formula, charge and spin   153.1 kcal/mol
Charge   0

---

Number 1: largest force on an atom 0.0053 Eh/bohr. Number 2: largest force on an atom 0.0695 Eh/bohr.